Below is a molecular structure, C62H52Br6N10O20 at a distorted geometry, with properties calculated with the ωB97M-V functional and the def2-TZVPD basis.

ΔE to the lowest compared entry with this formula, charge and spin (eV): 0.000
Electronic energy (eV): -541213.833
Strongest force on any atom (eV/Å): 3.517
HOMO-LUMO gap (eV): 8.625
LUMO level (eV): -0.78

Last column: Mulliken charge in e.
Geometry (Å):
Br (-5.14118, -20.41227, 23.61104)  0.134
Br (-3.54981, -10.01387, 29.59770)  -0.057
Br (-4.81652, -11.43263, 27.00471)  0.016
Br (-5.14560, -12.83199, 29.92805)  -0.021
Br (-4.61987, -23.52629, 23.81851)  -0.091
Br (-7.50233, -22.47316, 24.52745)  -0.045
O (-4.56695, -12.23710, 23.65052)  -0.394
O (-6.13106, -20.48668, 31.18733)  -0.639
O (-4.11277, -18.02110, 21.39724)  -0.320
O (-2.94454, -19.23849, 16.61663)  -0.627
O (-4.55295, -14.75260, 21.74564)  -0.165
O (0.32007, -19.07409, 29.45086)  -0.604
O (-8.20949, -19.99568, 31.01353)  -0.656
O (-2.22010, -13.87434, 27.12933)  -0.615
O (-5.06801, -18.83961, 19.61327)  -0.616
O (-0.20486, -20.33681, 26.46330)  -0.547
O (-1.61804, -21.14922, 25.02780)  -0.439
O (-6.29325, -16.28272, 29.28707)  -0.333
O (-2.57072, -14.15387, 21.25693)  -0.493
O (-1.98119, -19.11198, 18.44860)  -0.558
O (-5.55925, -10.51106, 22.98498)  -0.647
O (-2.60448, -20.81125, 28.38467)  -0.272
O (-8.07622, -15.16142, 29.48704)  -0.678
O (-3.36435, -22.28015, 27.00873)  -0.630
O (1.32925, -18.52282, 31.24792)  -0.657
O (-1.04368, -13.24123, 25.46992)  -0.709
N (-3.71103, -14.31141, 21.01413)  0.978
N (-4.55504, -11.18224, 23.07417)  1.031
N (-7.09186, -20.09324, 30.59108)  1.118
N (0.32383, -18.61245, 30.56713)  1.157
N (-2.56128, -21.87957, 27.81650)  1.055
N (-0.52936, -21.09867, 25.57930)  1.114
N (-7.11061, -15.51229, 28.84105)  0.996
N (-2.29797, -18.59576, 17.41561)  1.076
N (-1.70745, -14.12227, 26.04680)  1.200
N (-5.11774, -18.39235, 20.73204)  1.026
C (2.76954, -22.70120, 24.62758)  -0.447
C (-0.21256, -24.78345, 27.94791)  -0.354
C (-2.11389, -16.95354, 32.90834)  -0.680
C (-2.42542, -17.70311, 24.01640)  -1.383
C (-6.83808, -14.51531, 24.76232)  -1.541
C (-3.31473, -10.65425, 22.46436)  -0.177
C (-1.04770, -9.86689, 21.11543)  -0.352
C (-0.90515, -18.06366, 31.13636)  -0.404
C (1.02959, -24.08893, 23.73078)  -0.616
C (-5.67360, -14.91933, 25.49242)  0.639
C (-1.87178, -15.39764, 25.32988)  0.336
C (-4.94445, -13.20001, 17.14497)  -0.274
C (-5.62841, -19.89657, 28.54641)  -0.670
C (0.08776, -23.25434, 24.30934)  -0.152
C (-5.71179, -15.28622, 26.82201)  0.409
C (-1.66761, -15.39515, 23.95002)  -0.609
C (-4.20849, -13.94283, 19.70505)  -0.050
C (-8.75629, -18.79572, 21.49792)  -0.905
C (0.63246, -23.00201, 29.34703)  -0.636
C (-3.35151, -9.61970, 21.54172)  -0.396
C (-2.24610, -9.18780, 20.81979)  -0.721
C (-7.89577, -19.03512, 28.54955)  -0.656
C (-1.14875, -14.59452, 16.56173)  -0.389
C (-5.34298, -14.51432, 19.11149)  -0.232
C (-0.88693, -17.39851, 32.34225)  -0.255
C (-3.30909, -17.73449, 30.89300)  -0.488
C (-1.91617, -16.60422, 23.30414)  -0.294
C (0.69342, -24.31700, 28.93576)  -0.580
C (-6.88132, -19.66918, 29.19333)  -0.294
C (-2.58871, -17.65257, 25.42884)  0.235
C (-3.90613, -12.50498, 17.75804)  -0.990
C (-6.42436, -18.17600, 21.36478)  -1.408
C (-7.65298, -18.52970, 27.23763)  -0.646
C (-6.62262, -17.20882, 22.34828)  1.653
C (-3.97654, -11.73204, 28.76298)  -0.358
C (-0.95762, -10.75866, 22.17153)  -0.689
C (-5.75723, -14.08078, 17.83787)  -0.980
C (-2.08919, -11.16026, 22.87098)  0.237
C (-7.83797, -16.95974, 22.86619)  -0.371
C (-0.50416, -22.26551, 29.00347)  -0.133
C (-6.47868, -18.69552, 26.54393)  -0.461
C (-7.50807, -18.94154, 20.94186)  -0.562
C (-1.47485, -16.34627, 18.12570)  -0.234
C (-3.22928, -17.07313, 32.11084)  -0.697
C (-1.88603, -17.22670, 17.08163)  -0.077
C (2.38570, -23.79802, 23.86379)  -0.469
C (-1.13829, -15.04460, 17.87197)  -0.316
C (-1.25840, -24.01031, 27.49132)  -0.673
C (0.49411, -22.12939, 25.00429)  0.143
C (-3.50845, -12.90639, 19.02431)  -0.017
C (-1.48412, -15.48783, 15.53128)  -0.614
C (-2.36099, -16.46022, 26.10543)  -1.188
C (-8.95102, -17.73035, 22.42845)  -0.619
C (-8.03132, -14.60251, 26.79300)  -0.959
C (-5.61782, -22.00006, 24.57711)  0.413
C (-1.94672, -16.77144, 15.78042)  -0.492
C (-6.92279, -15.09927, 27.45529)  -0.556
C (1.85604, -21.89969, 25.27789)  -0.579
C (-1.40518, -22.79680, 28.10901)  -0.036
C (-5.47765, -19.46008, 27.17844)  1.073
C (-8.00654, -14.35638, 25.42207)  -0.623
C (-2.09023, -18.12972, 30.37885)  0.195
H (-1.43245, -16.66635, 19.17012)  0.503
H (-2.84629, -18.58603, 25.93216)  0.447
H (1.52344, -24.98436, 29.29848)  0.319
H (-4.93400, -20.47545, 29.11125)  0.869
H (-0.85038, -14.35185, 18.64616)  0.436
H (-2.61746, -18.68104, 23.54710)  0.628
H (-6.43886, -18.32452, 25.47916)  0.010
H (-6.65317, -14.39390, 23.72144)  1.072
H (-6.62525, -14.47891, 17.38671)  0.472
H (-1.91214, -24.42095, 26.75867)  0.596
H (-5.16532, -13.00367, 16.05020)  0.314
H (-4.75284, -15.11370, 24.96243)  0.009
H (3.83615, -22.45513, 24.71103)  0.356
H (-4.28997, -9.25224, 21.20418)  0.462
H (3.09774, -24.36417, 23.29529)  0.413
H (0.71003, -24.92726, 23.12685)  0.418
H (-0.63932, -21.28302, 29.36754)  0.448
H (-1.48854, -14.52071, 23.42386)  0.866
H (-2.18733, -16.54296, 33.91235)  0.403
H (-0.95939, -23.47668, 24.09296)  0.472
H (-4.15193, -16.79660, 32.58620)  0.439
H (-3.41024, -11.78835, 17.11939)  0.446
H (-9.55585, -19.45845, 21.15362)  0.415
H (-4.55704, -19.65113, 26.60359)  -0.087
H (-5.72065, -15.33467, 19.72450)  0.441
H (-5.20498, -21.82035, 25.52091)  -0.363
H (-9.93491, -17.51578, 22.75267)  0.539
H (-4.22610, -17.95866, 30.38441)  0.630
H (-1.45395, -15.13140, 14.51627)  0.369
H (-2.43748, -16.34169, 27.17448)  0.725
H (1.32467, -22.50423, 30.03371)  0.451
H (-8.84697, -18.86217, 29.02291)  0.523
H (-4.85990, -15.71113, 27.36163)  0.523
H (-2.37539, -8.44494, 20.06900)  0.455
H (-8.54115, -18.08780, 26.78178)  0.498
H (-8.96039, -14.40642, 27.28835)  0.551
H (-0.10718, -9.62934, 20.61436)  0.391
H (-0.04694, -11.24388, 22.41209)  0.507
H (-7.30182, -19.76835, 20.29415)  0.528
H (-0.01925, -25.77202, 27.52622)  0.395
H (-7.99749, -16.09697, 23.49186)  0.163
H (-2.56932, -12.52697, 19.40976)  0.619
H (-3.02600, -12.21238, 28.58314)  0.383
H (-2.27403, -17.43051, 15.00848)  0.531
H (2.21591, -20.98423, 25.76824)  0.387
H (-2.01392, -11.95528, 23.56138)  0.333
H (-2.07066, -18.63922, 29.43901)  0.554
H (-0.82062, -13.55428, 16.38786)  0.405
H (-1.83509, -16.66242, 22.18473)  0.271
H (-5.73974, -16.62738, 22.59699)  0.309
H (0.08311, -17.34174, 32.86480)  0.430
H (-8.94328, -14.20030, 24.94744)  0.611

Cartesian forces, eV/Å:
Br -0.24 0.13 -0.20
Br -0.20 -0.56 -0.16
Br 0.34 -0.28 0.77
Br 0.80 0.58 -0.70
Br -0.16 0.40 0.31
Br 0.59 0.54 0.29
O 1.17 -1.12 0.25
O 0.96 -0.52 0.93
O -1.76 -0.73 -1.14
O -0.51 0.72 -1.55
O -0.73 -0.75 1.52
O -0.46 -0.35 -0.46
O -0.94 -0.08 0.75
O -0.09 -1.36 -0.39
O -0.14 -0.12 0.14
O 0.06 -0.40 -0.46
O 0.22 0.34 0.48
O 0.99 -0.41 0.11
O 2.96 0.44 0.74
O 1.11 0.79 1.76
O -0.21 0.89 -0.56
O -0.24 0.04 -0.06
O -0.37 0.61 -0.50
O -0.65 -0.07 -0.29
O 0.05 -0.15 0.23
O -0.53 -1.24 0.20
N -2.58 -0.33 -1.59
N -0.72 0.80 -0.03
N 0.16 0.42 -1.56
N 0.73 0.72 0.43
N 0.82 -0.81 -0.05
N 0.54 -1.40 -1.35
N -0.10 -0.53 0.64
N -0.45 -1.23 -0.40
N 0.90 2.67 -0.51
N 1.63 1.25 1.36
C 1.13 -0.36 0.07
C 1.27 -0.45 0.68
C 1.64 -0.28 -1.41
C 0.65 -0.23 0.90
C 2.99 -0.54 0.89
C 0.96 0.18 0.45
C 0.58 1.18 -0.06
C -1.56 0.92 -0.73
C 0.66 0.20 0.12
C -0.54 -0.41 -0.64
C -0.75 0.33 0.88
C -1.00 0.82 -1.39
C -1.87 0.74 -1.46
C -1.02 0.19 -0.44
C 0.13 0.06 0.01
C -0.86 -2.20 1.51
C 0.32 2.09 -2.81
C -0.39 1.47 0.86
C -0.90 0.53 0.80
C -0.70 -0.16 -0.90
C 0.61 -1.94 1.52
C 0.16 1.01 -1.65
C 0.38 -0.12 -0.55
C 0.90 0.12 1.02
C 0.29 -0.23 1.48
C 1.81 0.52 0.33
C -0.75 -0.42 -0.98
C 0.90 -0.86 -0.70
C 1.71 -0.07 -0.99
C 0.09 -0.06 -1.02
C -0.32 -1.18 -0.32
C -1.46 -0.19 0.11
C -1.80 -0.31 1.10
C 3.01 -0.12 -1.07
C -0.79 0.51 -0.06
C -1.09 -0.03 -0.20
C 1.42 -0.48 1.18
C -0.37 0.04 -1.17
C -2.95 -0.47 -0.45
C 0.89 -0.94 -0.46
C -0.03 -0.56 -0.23
C 1.15 -0.64 0.19
C -0.46 -1.59 0.45
C -1.70 -0.44 1.22
C 0.26 1.48 1.40
C -0.79 0.35 -0.01
C -0.01 0.33 -0.74
C 0.38 -0.64 0.47
C 0.60 0.88 1.63
C 0.13 -0.58 0.20
C -0.25 1.11 0.17
C 0.77 -0.12 -1.11
C 1.62 -0.92 -0.95
C -0.11 0.08 -0.10
C 0.00 -0.92 -1.96
C 0.57 -0.04 0.67
C -1.12 0.62 -0.08
C -0.87 0.93 -0.74
C -0.64 1.79 0.48
C 0.42 0.04 1.24
C -0.24 -0.46 1.06
C 0.29 -1.13 -0.04
H -0.16 -0.36 -0.48
H -0.04 0.45 0.03
H -0.99 0.74 -0.54
H 0.77 -0.11 -0.13
H -0.03 -0.17 0.33
H 0.11 0.75 -0.02
H 0.36 -0.51 1.38
H -0.36 0.34 -0.73
H -0.65 -0.57 -0.41
H -0.57 0.16 -0.42
H 0.13 -0.08 1.54
H 0.10 0.28 -0.25
H -0.49 -0.14 0.00
H -0.83 0.35 0.25
H 0.35 -0.23 0.07
H -0.06 -0.01 0.06
H -0.15 0.78 0.25
H 0.66 1.37 -0.74
H 0.19 0.04 -0.34
H 0.19 0.40 0.37
H -0.46 0.31 -0.02
H 0.45 0.16 0.50
H 0.16 0.42 0.34
H -0.41 -0.13 0.69
H -0.78 0.26 -0.58
H -0.01 -0.16 1.63
H -0.76 0.20 0.51
H -0.29 0.28 -0.15
H -0.03 0.03 -0.24
H -0.13 -0.05 0.08
H -0.01 -0.59 -0.28
H -0.08 -0.05 0.06
H -0.34 0.25 -0.31
H 0.20 0.37 -0.44
H 0.46 0.21 -0.14
H -0.17 -0.25 0.56
H -0.39 0.04 -0.14
H 0.84 -0.16 0.13
H -0.04 -0.17 -0.58
H -0.30 0.26 0.14
H -0.02 -0.27 0.23
H -0.27 0.16 0.42
H -0.15 -0.33 0.05
H -0.14 -0.25 -0.44
H -0.50 -0.59 0.06
H -0.06 -0.56 0.92
H 0.18 -0.25 -0.45
H -0.32 -0.74 -0.30
H -0.03 0.03 1.33
H -0.18 0.09 0.28
H -0.75 0.05 -0.16
H -0.53 0.59 -0.52